The following is a quantum chemistry calculation of a molecular structure, C24H58ClFI2O12S9, from the Open Molecules 2025 dataset.

```
107
C24H58ClFI2O12S9 | the Open Molecules 2025 dataset | ωB97M-V with the def2-TZVPD basis set
C 6.92902 -0.20508 0.36050
C 6.13449 0.55921 -0.70138
C 5.32265 1.73834 -0.14373
Cl 5.47740 3.17321 -1.21256
C 3.83041 1.45454 0.00777
F 3.28629 1.22696 -1.20854
O 3.14630 2.60229 0.50948
S 2.91817 2.51565 2.07181
O 4.09574 2.90785 2.76226
O 1.66634 3.11340 2.36458
O 2.76682 0.94621 2.10821
C 3.45500 0.29667 1.02366
C 2.61600 -0.80117 0.40719
I 3.72556 -2.53466 0.12012
C 1.34281 -0.67433 0.02175
C 0.51964 0.58711 0.09829
I 0.30668 -2.19915 -0.91124
H 6.32618 -0.53534 1.20363
H 7.37501 -1.09846 -0.07536
H 7.73325 0.41918 0.75486
H 6.84866 0.97759 -1.40926
H 5.48277 -0.10133 -1.27836
H 5.70753 2.06294 0.82452
H 4.36092 -0.12801 1.43579
H 0.63908 1.14568 -0.83276
H 0.80254 1.22641 0.92731
H -0.53554 0.34316 0.20186
C 0.74919 1.73726 5.19994
S 2.12020 0.93979 6.03038
O 1.81876 -0.51766 6.05003
C 1.75586 1.56182 7.67692
H 0.78611 1.42011 4.15958
H -0.19499 1.44178 5.65679
H 0.87499 2.81907 5.25105
H 0.75239 1.24560 7.96051
H 1.83508 2.64889 7.67784
H 2.49286 1.13523 8.35414
C -1.96406 2.68243 3.24946
S -3.02461 3.08580 4.64380
O -2.31435 2.62442 5.87020
C -4.28126 1.85190 4.28663
H -1.07569 3.30816 3.31582
H -1.68292 1.63053 3.30348
H -2.49493 2.89773 2.32230
H -3.82072 0.86398 4.27310
H -4.74662 2.08130 3.32821
H -5.02380 1.90821 5.07996
C -3.24859 -4.79932 0.61349
S -4.17878 -3.33696 0.14880
O -3.23144 -2.42186 -0.54881
C -4.35967 -2.70418 1.81469
H -2.99604 -5.32919 -0.30301
H -2.33945 -4.48871 1.12889
H -3.87250 -5.42101 1.25690
H -3.36813 -2.54139 2.23906
H -4.92525 -3.42447 2.40589
H -4.89403 -1.75760 1.74968
C 1.47072 -0.08060 -4.91152
S 2.90288 -1.14454 -4.72714
O 2.78411 -1.76208 -3.37920
C 4.10574 0.18398 -4.56758
H 0.59671 -0.72636 -4.95971
H 1.40343 0.57898 -4.04597
H 1.55198 0.48376 -5.84023
H 3.83222 0.81202 -3.71919
H 4.13476 0.76288 -5.49085
H 5.07528 -0.27788 -4.39038
C -5.30928 -5.07898 5.77129
S -5.94625 -6.11723 4.45312
O -5.54850 -5.46136 3.17494
C -7.67962 -5.72334 4.70048
H -4.22394 -5.14884 5.74183
H -5.62280 -4.04968 5.59897
H -5.67614 -5.44442 6.73020
H -7.81800 -4.64678 4.60502
H -7.99378 -6.07355 5.68352
H -8.24148 -6.24242 3.92699
C -2.14249 -1.08949 -7.94515
S -0.82588 -1.97018 -7.10290
O 0.45068 -1.49116 -7.70412
C -1.15298 -3.57713 -7.82768
H -2.06638 -0.04272 -7.65860
H -2.00808 -1.19545 -9.02135
H -3.10472 -1.49006 -7.62683
H -1.08857 -3.49704 -8.91268
H -2.13787 -3.92048 -7.51177
H -0.38823 -4.25717 -7.45856
C -1.95415 7.94934 5.31106
S -3.28387 6.73880 5.31474
O -4.16479 7.06960 4.16411
C -4.10277 7.36394 6.78787
H -1.35045 7.76165 4.42550
H -2.38004 8.95147 5.26628
H -1.34576 7.82064 6.20619
H -4.36728 8.40994 6.63459
H -3.44159 7.24648 7.64624
H -5.00215 6.76905 6.93267
C 3.12596 -1.64144 -9.48896
S 2.56023 -1.55591 -11.18663
O 1.74390 -2.77619 -11.43113
C 4.15649 -1.85700 -11.95804
H 2.23907 -1.53959 -8.86668
H 3.60015 -2.60874 -9.32061
H 3.82556 -0.82694 -9.29730
H 4.54242 -2.81479 -11.60964
H 4.83997 -1.04564 -11.70731
H 3.99829 -1.88790 -13.03399
```

Results
Highest occupied orbital energy ... -8.32 eV
LUMO ... 0.38 eV
E ... -179349.90305 eV
Multiplicity ... 1
HOMO-LUMO gap ... 0.3199 hartree
Molecular weight ... 1135.6 g mol⁻¹

=====

The following is a quantum chemistry calculation of a molecular structure, C24H58F4NbO9, from the Open Molecules 2025 dataset.

```
96
C24H58F4NbO9 | the Open Molecules 2025 dataset | ωB97M-V with the def2-TZVPD basis set
C 3.22162 1.22205 0.95439
O 2.49857 0.26230 0.10528
C 1.24868 0.86508 -0.44791
Nb -0.47220 0.37010 1.02064
C -1.72554 -0.37836 -0.71110
C -3.32720 -0.53415 -0.45410
C -3.78422 -2.05138 0.08121
F -3.19713 -3.13658 -0.74136
C -1.16382 2.51840 0.87882
C -2.52654 2.83565 0.06195
C -3.87620 2.93540 1.04648
O -5.04320 2.64816 0.40347
O -3.84338 3.31920 2.46646
C -2.07141 -0.19064 2.61318
C -1.73186 0.79442 3.89680
C -1.21375 0.01951 5.23944
F -1.43495 0.73338 6.55387
C -0.55114 -1.30866 5.31751
F 0.36653 -1.90120 4.31430
F -0.81357 -2.08846 6.58514
H 4.30027 0.78910 1.20725
H 3.40880 2.26907 0.45672
H 2.70727 1.41672 1.99788
H 1.41434 2.02336 -0.51589
H 1.01988 0.38558 -1.51704
H 0.20057 -1.30026 1.18379
H 0.63114 0.86737 2.38439
H -1.58475 0.37760 -1.61840
H -1.32372 -1.43520 -1.09252
H -3.82703 0.28348 0.21498
H -3.84818 -0.43800 -1.52449
H -3.63607 -2.17036 1.23604
H -4.95908 -2.09772 -0.12567
H -1.30314 2.97000 1.97527
H -0.27995 3.14902 0.40225
H -2.41129 3.94953 -0.35826
H -2.75206 2.18153 -0.87696
H -4.81040 3.54600 2.68808
H -1.88332 -1.32208 2.84412
H -3.15938 0.06795 2.27535
H -0.95616 1.63859 3.66315
H -2.75109 1.34029 4.19535
C -9.33670 -1.25472 0.20044
C -8.08918 -1.39269 -0.64748
O -7.07936 -2.07332 0.08274
H -9.11710 -0.70470 1.12140
H -10.12372 -0.72790 -0.34656
H -9.71284 -2.23862 0.49922
H -7.70418 -0.40712 -0.92535
H -8.29775 -1.95284 -1.56410
H -7.42794 -2.95047 0.31747
C 2.48176 2.26956 7.74849
C 2.24880 2.38733 6.25646
O 2.25674 1.09823 5.66118
H 3.43938 1.77871 7.95085
H 2.48308 3.25542 8.22200
H 1.70442 1.65540 8.21470
H 3.03964 2.98316 5.79132
H 1.28724 2.86544 6.04601
H 1.54550 0.57970 6.07504
C 0.20726 -5.23320 -2.83892
C 0.50500 -5.00250 -1.37180
O -0.14420 -3.82130 -0.92515
H 0.54412 -4.38119 -3.43852
H 0.70432 -6.13796 -3.20014
H -0.87045 -5.33281 -3.00454
H 1.58073 -4.88153 -1.21385
H 0.15937 -5.84442 -0.76418
H -1.09957 -3.94214 -1.06184
C 4.83991 -7.47007 -2.64497
C 3.72979 -7.03727 -1.70976
O 2.52924 -7.72371 -2.03178
H 4.56842 -7.26444 -3.68560
H 5.77166 -6.94650 -2.41287
H 5.01278 -8.54850 -2.56817
H 3.54533 -5.96323 -1.80566
H 3.98831 -7.25151 -0.66825
H 2.70112 -8.67617 -1.93539
C 2.43662 3.25454 -4.59395
C 1.56936 3.37440 -3.35790
O 1.10024 2.09202 -2.96847
H 1.87237 2.80534 -5.41782
H 2.80280 4.23543 -4.91002
H 3.29508 2.60229 -4.40314
H 0.70127 4.00894 -3.55933
H 2.13032 3.81076 -2.52581
H 1.87851 1.53871 -2.78369
C 6.63662 6.07868 -6.00085
C 5.76936 6.19853 -4.76480
O 5.30024 4.91616 -4.37537
H 6.07237 5.62948 -6.82471
H 7.00280 7.05957 -6.31692
H 7.49508 5.42643 -5.81003
H 4.90127 6.83307 -4.96623
H 6.33032 6.63490 -3.93270
H 6.07851 4.36284 -4.19058
```

Results
Charge ... -1
Highest occupied orbital energy ... -4.11 eV
LUMO ... 2.22 eV
E ... -56659.78235 eV
Multiplicity ... 1
HOMO-LUMO gap ... 0.2325 hartree
Molecular weight ... 659.6 g mol⁻¹

=====

The following is a quantum chemistry calculation of a molecular structure, C24H58MoP2Si4Te, from the Open Molecules 2025 dataset.

```
90
C24H58MoP2Si4Te | the Open Molecules 2025 dataset | ωB97M-V with the def2-TZVPD basis set
P 0.32209 -1.93360 -4.01305
P 0.00934 1.36623 -5.15369
C -0.34574 -1.29753 -5.60267
C 0.38270 -0.08873 -6.15319
H -1.39948 -1.04000 -5.43703
H -0.27961 -2.06970 -6.37963
H 1.46572 -0.21179 -6.14962
H 0.07265 0.15966 -7.17316
C -1.32289 2.30110 -6.01304
H -1.86933 2.94073 -5.31135
H -2.03928 1.61851 -6.47446
H -0.89218 2.94889 -6.78552
C 1.37247 2.56433 -5.49539
H 1.12957 3.20992 -6.35083
H 2.32200 2.05811 -5.70130
H 1.53398 3.22901 -4.63217
C -0.95508 -3.38787 -3.97558
H -0.98070 -3.82511 -2.90582
H -0.65178 -4.16390 -4.71519
H -1.97074 -3.01883 -4.22879
C 1.93133 -2.52945 -4.61116
H 2.55779 -1.63606 -4.75793
H 1.81943 -3.07186 -5.57269
H 2.42245 -3.18692 -3.88052
Mo 0.30449 -2.91047 -2.01811
C 0.38238 2.99126 -1.27086
C -0.84924 3.34999 -1.70157
C -1.74717 2.43729 -2.43290
C -1.89561 0.96465 -1.92666
C -1.34267 0.26525 -3.07291
C 0.01509 -0.22237 -2.81840
C 1.09766 0.81091 -2.50109
C 0.96506 1.61500 -1.20230
C 2.26800 -3.05183 -1.25885
H 1.06371 3.79069 -0.96099
H -1.06359 4.43086 -1.82537
H -1.36529 2.44581 -3.47846
H -2.78612 2.77989 -2.56196
H -1.37398 0.69536 -0.96856
H -2.96338 0.75150 -1.76672
H -1.99660 -0.50607 -3.53136
H -0.05224 -1.11295 -1.77275
H 1.10900 1.53864 -3.34691
H 2.08902 0.30282 -2.45083
H 0.45902 0.97138 -0.48005
H 1.98715 1.75297 -0.83455
H 2.41892 -2.33024 -0.43609
H 3.17779 -3.22651 -1.85526
H 1.92347 -4.01241 -0.80487
C -3.57125 -0.21130 3.84994
Si -2.02220 -1.17647 4.33063
C -1.90362 -1.14056 6.21347
C -2.25596 -2.98896 3.88705
Si -0.29280 -0.23943 3.10424
Te -0.61718 -1.89532 0.09806
Si -0.17595 1.93690 4.11078
C 0.01688 1.95140 5.99544
C 1.27972 2.92521 3.42483
C -1.74716 2.90752 3.71625
Si 1.70682 -1.15067 3.93929
C 1.98424 -1.03253 5.80527
C 1.78465 -2.97126 3.45833
C 3.11330 -0.24148 3.07158
H -4.45366 -0.84561 4.01271
H -3.55657 0.07800 2.79204
H -3.69541 0.69808 4.44939
H -2.59377 -1.89935 6.61302
H -0.90586 -1.37775 6.59568
H -2.21362 -0.17387 6.62681
H -2.17040 -3.12805 2.80264
H -1.51617 -3.63783 4.37586
H -3.25845 -3.32322 4.19707
H 1.04149 1.71175 6.30780
H -0.20028 2.98106 6.32202
H -0.67110 1.27910 6.52167
H 1.33789 2.87496 2.32856
H 1.11716 3.97590 3.71208
H 2.24032 2.59593 3.84300
H -2.03775 2.80571 2.66207
H -2.59669 2.60928 4.34329
H -1.52850 3.96803 3.91013
H 1.09414 -1.26587 6.40205
H 2.76295 -1.77010 6.05676
H 2.35544 -0.04084 6.09718
H 1.35304 -3.14486 2.46418
H 2.84456 -3.27000 3.43428
H 1.25574 -3.60295 4.18600
H 2.83972 0.07134 2.05341
H 3.43581 0.64243 3.63997
H 3.96090 -0.94090 2.99732
```

Results
Charge ... +2
Highest occupied orbital energy (alpha / beta) ... -12.60 / -12.55 eV
LUMO (alpha / beta) ... -7.79 / -7.61 eV
E ... -85041.96615 eV
Multiplicity ... 3
HOMO-LUMO gap (alpha / beta) ... 0.1769 / 0.1817 hartree
Molecular weight ... 744.6 g mol⁻¹

=====

The following is a quantum chemistry calculation of a molecular structure, C24H58P2RuSi4, from the Open Molecules 2025 dataset.

```
89
C24H58P2RuSi4 | the Open Molecules 2025 dataset | ωB97M-V with the def2-TZVPD basis set
P 3.08366 0.17983 -0.58970
P 4.04065 -3.01845 1.07294
C 4.65672 -0.48708 0.10742
C 4.82639 -2.00327 -0.23945
H 4.50230 -0.38988 1.21035
H 5.56207 0.14073 -0.10509
H 4.38627 -2.25042 -1.22178
H 5.90105 -2.26911 -0.28180
C 5.48695 -2.96151 2.20747
H 5.40378 -3.63251 3.07092
H 5.69280 -1.95645 2.56663
H 6.35622 -3.31012 1.63590
C 4.52059 -4.80439 0.78160
H 4.93601 -5.03142 -0.20995
H 3.65406 -5.46261 0.89237
H 5.22829 -5.18094 1.53260
C 3.30967 1.98180 -0.73486
H 2.36874 2.58150 -0.77318
H 3.74209 2.04583 -1.73936
H 3.95237 2.31979 0.06352
C 2.95862 -0.30295 -2.39905
H 2.85198 -1.38587 -2.54364
H 3.77722 0.03403 -3.06482
H 2.03990 0.16621 -2.78543
Ru 1.52980 0.97669 0.40258
C 2.17292 -4.70955 2.82386
C 2.64974 -3.40754 2.61890
C 1.65018 -2.41834 1.90345
C 1.32195 -2.86168 0.47183
C 2.22722 -3.97429 -0.14210
C 1.71343 -5.23846 -0.12345
C 0.79213 -5.78579 0.90070
C 0.88205 -5.21322 2.33475
C -0.43865 0.04206 -0.99832
H 2.70641 -5.36627 3.51792
H 3.16315 -3.00477 3.52789
H 2.11091 -1.40571 1.91643
H 0.73062 -2.33382 2.50536
H 0.28216 -3.21243 0.42573
H 1.38488 -1.98702 -0.20023
H 2.76498 -3.69734 -1.06226
H 2.03461 -5.97525 -0.89561
H 0.95026 -6.88065 0.95869
H -0.26424 -5.63021 0.56481
H 0.12856 -4.42318 2.42629
H 0.51455 -5.99420 3.02540
H -1.25103 0.43037 -1.64951
H -0.42111 -1.05086 -1.08691
H 0.51190 0.46538 -1.39525
C 0.93157 -0.09997 3.97830
Si 0.53304 1.21487 2.67737
C -0.56035 2.38101 3.76652
C 2.02293 2.34046 2.26224
Si -0.80331 0.52268 0.84377
Si -2.84702 -0.74612 1.28473
C -4.13525 0.33690 2.15550
C -3.58874 -1.41290 -0.34124
C -2.55795 -2.25588 2.38882
Si -1.42464 2.73327 0.10546
C -2.33763 3.63870 1.50155
C -0.30578 4.12464 -0.52255
C -2.74183 2.54974 -1.25958
H 1.02774 0.42084 4.94131
H 1.86628 -0.64493 3.80256
H 0.12938 -0.84068 4.09473
H -0.19442 2.28845 4.80278
H -0.47706 3.44124 3.49236
H -1.62592 2.11734 3.78425
H 2.01095 2.99549 1.38054
H 1.83837 3.03159 3.09426
H 3.00463 1.89314 2.39707
H -4.11464 1.38554 1.83245
H -5.14629 -0.05631 1.95806
H -3.97224 0.29741 3.24319
H -2.80656 -1.68789 -1.06244
H -4.17428 -2.32328 -0.12807
H -4.26409 -0.69113 -0.82506
H -1.68503 -2.84434 2.06907
H -2.40827 -1.94681 3.43304
H -3.43530 -2.92393 2.35928
H -1.65234 4.34543 1.99126
H -3.13287 4.21415 1.00402
H -2.79012 2.99184 2.26109
H 0.71840 3.80751 -0.75093
H -0.76922 4.51321 -1.44682
H -0.27219 4.94153 0.21866
H -2.29816 2.81071 -2.23358
H -3.18836 1.54867 -1.31775
H -3.54234 3.27846 -1.04492
```

Results
Charge ... +2
Highest occupied orbital energy (alpha / beta) ... -12.54 / -13.71 eV
LUMO (alpha / beta) ... -5.82 / -7.65 eV
E ... -78478.28711 eV
Multiplicity ... 5
HOMO-LUMO gap (alpha / beta) ... 0.2470 / 0.2228 hartree
Molecular weight ... 622.1 g mol⁻¹